Density functional theory data (ωB97M-V/def2-TZVPD) for a molecular structure, C39H26Co2NO6P at a distorted geometry.

Each line ends with the Mulliken charge.
Element x y z (Å)
Co (1.22, -0.36, -0.84)  0.801
Co (-0.92, -1.35, -2.61)  0.169
P (2.86, 0.97, -0.28)  2.719
O (0.91, -1.92, 1.61)  -0.369
O (-0.02, -3.66, -4.11)  -0.311
O (-2.44, -2.05, -0.22)  -0.174
O (-3.96, -5.12, 0.68)  -0.692
O (-3.15, -0.02, -3.90)  -0.320
O (2.99, -2.21, -2.25)  -0.389
N (-10.67, -4.66, 0.73)  -0.540
C (-2.26, -0.60, -3.43)  0.193
C (3.11, 1.97, 2.35)  -0.536
C (2.50, 2.74, -0.54)  0.050
C (-7.46, -6.11, 0.77)  -0.465
C (1.32, 3.25, 0.03)  -0.667
C (2.80, 4.83, -1.73)  -0.639
C (3.26, 0.86, 1.50)  -0.298
C (4.49, 0.72, -1.10)  -0.459
C (-7.28, -3.68, 0.71)  -0.470
C (-1.99, 1.64, 0.28)  1.265
C (-1.17, 1.68, -0.90)  -0.463
C (6.85, 0.18, -1.02)  -0.669
C (-0.39, -2.73, -3.53)  0.087
C (-5.21, -5.05, 0.72)  0.128
C (-9.50, -4.74, 0.73)  0.062
C (3.80, -0.53, 3.41)  -0.788
C (1.56, 5.28, -1.27)  -0.713
C (3.27, 3.56, -1.38)  -0.764
C (6.88, 0.09, -2.41)  -0.579
C (3.21, 1.79, 3.73)  -0.747
C (4.53, 0.67, -2.50)  0.054
C (-2.39, 0.97, 2.59)  -0.856
C (-3.57, 1.71, 2.62)  -0.498
C (5.73, 0.38, -3.15)  -0.752
C (-0.12, 0.84, -1.13)  -0.114
C (0.36, 0.20, -2.30)  -0.665
C (0.82, 4.49, -0.38)  -0.809
C (-6.09, -6.22, 0.78)  -0.372
C (2.30, -1.49, -1.66)  0.276
C (-1.62, 0.90, 1.43)  0.198
C (5.67, 0.53, -0.36)  -0.547
C (3.66, -0.37, 2.03)  -0.131
C (3.53, 0.54, 4.27)  -0.585
C (-1.84, -1.84, -1.19)  0.159
C (-5.92, -3.76, 0.70)  -0.289
C (-3.99, 2.39, 1.47)  -0.616
C (-3.22, 2.36, 0.31)  -0.651
C (-8.08, -4.84, 0.74)  0.575
C (0.97, -1.24, 0.67)  0.049
H (-5.30, -2.86, 0.67)  0.442
H (-5.61, -7.19, 0.81)  0.378
H (4.10, -1.50, 3.81)  0.392
H (4.23, 3.20, -1.75)  0.421
H (0.76, 2.65, 0.74)  0.914
H (-7.77, -2.70, 0.70)  0.374
H (-0.15, 4.83, -0.01)  0.453
H (-3.53, 2.88, -0.59)  0.412
H (2.89, 2.95, 1.94)  0.465
H (-1.49, 2.36, -1.71)  0.515
H (1.17, 6.25, -1.58)  0.396
H (-0.72, 0.28, 1.41)  -0.140
H (7.74, -0.02, -0.43)  0.412
H (0.80, 0.70, -3.15)  0.680
H (3.63, 0.87, -3.08)  0.410
H (-8.08, -7.00, 0.80)  0.381
H (3.04, 2.64, 4.39)  0.421
H (-4.92, 2.96, 1.48)  0.409
H (-2.06, 0.44, 3.49)  0.442
H (-4.16, 1.79, 3.53)  0.406
H (7.81, -0.20, -2.92)  0.384
H (5.76, 0.36, -4.24)  0.410
H (5.66, 0.63, 0.72)  0.450
H (3.88, -1.21, 1.35)  0.515
H (3.40, 5.46, -2.39)  0.409
H (3.59, 0.40, 5.35)  0.399

For the largest force on an atom, the calculation gives 0.1044 hartree/bohr. For the HOMO-LUMO gap, the calculation gives 1.88 eV. As for the calculated total energy: -139175.0823 eV.